# 1
C2H3BrNO3S | ωB97M-V/def2-TZVPD

Structure (XYZ):
```
11
Properties=species:S:1:pos:R:3:nbo_charge:R:1
C 0.357 -1.914 0.675 0.8635
C 0.839 0.821 -0.238 -0.9686
N -0.668 -1.430 1.055 -0.8063
O -1.569 1.087 0.621 -0.9812
O 1.310 -2.501 0.373 -0.5647
O -1.172 0.417 -1.776 -0.9062
S -0.715 1.548 -0.521 1.3761
Br 1.455 1.517 1.528 -0.1112
H 1.525 1.227 -1.053 0.1939
H -0.635 -0.324 -1.468 0.4715
H -0.727 -0.449 0.805 0.4332
```

energy above the lowest of the compared OMol25 structures with the same formula, charge and spin	24.8	kcal per mole
total energy	-90632.7881	eV
M	201.021	g mol⁻¹
spin multiplicity	1
charge	-1
Kohn-Sham gap	7.231	eV

# 2
C13H42Hg2O13 | ωB97M-V/def2-TZVPD

Structure (XYZ):
```
70
Properties=species:S:1:pos:R:3:nbo_charge:R:1
Hg 11.732 6.407 10.161 1.4977
Hg 8.923 8.908 10.719 1.7020
C 9.063 7.485 6.749 -0.7270
C 9.811 7.240 8.025 0.8233
O 9.987 8.146 8.851 -0.8615
O 10.411 6.161 8.194 -0.6726
H 8.093 7.010 6.892 0.2539
H 9.675 6.995 5.992 0.2728
H 8.941 8.497 6.363 0.2607
C 8.323 4.550 12.290 -0.7103
C 9.363 5.518 11.680 0.8407
O 8.909 6.550 11.072 -0.8610
O 10.630 5.349 11.885 -0.7319
H 7.887 3.900 11.531 0.2702
H 7.547 5.090 12.832 0.2406
H 8.903 4.017 13.043 0.2471
C 9.756 0.473 12.625 -0.2407
O 10.514 1.606 12.143 -0.7661
H 10.360 -0.174 13.261 0.1961
H 8.980 0.907 13.257 0.1649
H 9.384 -0.039 11.738 0.1884
H 10.595 2.267 12.834 0.4738
C 7.648 7.028 15.930 -0.2466
O 6.638 7.535 16.856 -0.7201
H 8.022 7.861 15.335 0.1566
H 8.477 6.588 16.485 0.1794
H 7.354 6.230 15.248 0.1498
H 6.405 6.870 17.508 0.4829
C 6.172 7.450 9.418 -0.2636
O 7.015 8.603 9.365 -0.8118
H 5.828 7.249 10.432 0.1929
H 5.299 7.654 8.798 0.2140
H 6.779 6.577 9.178 0.1962
H 6.547 9.267 8.853 0.5197
C 5.129 2.368 9.867 -0.2438
O 4.675 1.279 9.058 -0.7097
H 5.851 2.145 10.653 0.1731
H 5.607 3.193 9.339 0.1426
H 4.215 2.749 10.322 0.1647
H 3.865 1.534 8.610 0.4761
C 9.400 1.706 8.868 -0.2482
O 10.644 2.092 9.403 -0.7581
H 8.672 2.487 9.088 0.1326
H 9.588 1.752 7.796 0.1879
H 9.091 0.694 9.130 0.1809
H 10.710 1.749 10.297 0.4964
C 6.485 8.952 13.001 -0.2701
O 7.011 9.812 11.998 -0.7893
H 6.651 9.321 14.014 0.2160
H 5.430 8.854 12.748 0.2103
H 6.932 7.959 12.963 0.1886
H 6.518 10.635 12.047 0.5252
C 7.041 2.262 15.282 -0.2439
O 6.080 3.218 15.563 -0.7215
H 6.764 1.207 15.272 0.1858
H 7.371 2.494 14.269 0.1342
H 7.886 2.311 15.968 0.1790
H 5.295 2.939 15.086 0.4712
C 4.540 5.480 12.028 -0.2536
O 4.707 5.828 13.427 -0.7411
H 3.810 6.110 11.520 0.1984
H 5.541 5.509 11.598 0.1385
H 4.187 4.453 11.939 0.1850
H 5.253 5.202 13.908 0.4772
C 10.996 2.999 15.572 -0.2459
O 10.668 1.656 15.387 -0.7191
H 10.828 3.534 14.637 0.1390
H 10.395 3.471 16.349 0.1695
H 12.009 3.197 15.923 0.1822
H 10.283 1.401 16.229 0.4792
```

total energy	-49105.6250	eV
M	807.646	g mol⁻¹
spin multiplicity	1
charge	+2
Kohn-Sham gap	4.050	eV

# 3
C2H4N3O | ωB97M-V/def2-TZVPD

Structure (XYZ):
```
10
Properties=species:S:1:pos:R:3:nbo_charge:R:1
C 0.316 2.721 -0.551 0.1783
C 0.337 -1.538 0.894 -0.4551
N 0.258 1.633 -0.217 -0.4623
N -1.036 -0.467 -0.917 0.6543
N -0.515 -0.992 -0.067 0.0643
O -1.567 0.138 -1.687 -0.1018
H 0.612 3.777 -0.863 0.2847
H 1.182 -0.973 0.926 0.2722
H 0.029 -1.637 1.881 0.2829
H 0.384 -2.663 0.600 0.2825
```

energy above the lowest of the compared OMol25 structures with the same formula, charge and spin	109.4	kcal per mole
total energy	-8644.1704	eV
M	86.074	g mol⁻¹
spin multiplicity	1
charge	+1
Kohn-Sham gap	12.579	eV

# 4
C6H12O | ωB97M-V/def2-TZVPD

Structure (XYZ):
```
19
Properties=species:S:1:pos:R:3:nbo_charge:R:1
C -2.803 1.817 0.011 -0.6380
C -1.535 1.374 0.541 -0.1718
C -1.047 0.107 0.596 -0.2229
C 0.273 -0.099 1.238 -0.4303
C 1.167 -1.158 0.424 -0.4069
C 1.570 -0.444 -0.875 -0.0692
O 2.211 -1.407 -1.681 -0.7359
H -3.253 2.499 0.856 0.2092
H -2.645 2.565 -0.755 0.2240
H -3.465 1.054 -0.185 0.2161
H -0.810 2.175 0.923 0.1910
H -1.659 -0.837 0.252 0.2092
H 0.885 0.655 1.573 0.2168
H 0.135 -0.837 2.181 0.1998
H 2.036 -1.602 0.834 0.2159
H 0.485 -2.064 0.209 0.1827
H 0.726 -0.055 -1.400 0.1664
H 2.418 0.321 -0.866 0.1860
H 1.708 -2.195 -1.787 0.4580
```

energy above the lowest of the compared OMol25 structures with the same formula, charge and spin	59.3	kcal per mole
total energy	-8461.7834	eV
M	100.161	g mol⁻¹
spin multiplicity	1
structure (SMILES)	C/C=C/CCCO
Kohn-Sham gap	9.762	eV

# 5
C4H10N2O | ωB97M-V/def2-TZVPD

Structure (XYZ):
```
17
Properties=species:S:1:pos:R:3:nbo_charge:R:1
C 1.640 0.163 0.541 -0.2576
N 1.297 -0.304 -1.412 -0.7883
C -0.012 -0.346 -1.357 0.7278
O -0.933 -0.586 -2.128 -0.6709
N -0.294 0.008 0.060 -0.3797
C -0.992 -1.065 0.755 -0.4237
C -1.003 1.276 0.157 -0.4251
H 1.279 0.890 1.279 0.1654
H 1.741 -0.836 0.956 0.2004
H 2.585 0.514 0.139 0.1974
H 1.737 -0.492 -2.309 0.3760
H -1.134 -0.798 1.808 0.2019
H -0.400 -1.982 0.685 0.2144
H -1.970 -1.241 0.291 0.2225
H -0.427 2.044 -0.366 0.2180
H -1.993 1.196 -0.308 0.2211
H -1.122 1.557 1.208 0.2004
```

energy above the lowest of the compared OMol25 structures with the same formula, charge and spin	101.7	kcal per mole
total energy	-9334.5780	eV
M	102.137	g mol⁻¹
spin multiplicity	1
Kohn-Sham gap	9.064	eV

# 6
C8H14FN2 | ωB97M-V/def2-TZVPD

Structure (XYZ):
```
25
Properties=species:S:1:pos:R:3:nbo_charge:R:1
C -1.547 -0.695 2.304 -0.2816
C -0.526 0.304 2.460 -0.1061
C -1.257 -1.898 1.616 -0.0035
C 0.612 0.397 1.581 -0.5212
C 0.865 -1.028 1.041 0.4633
C 1.122 1.815 -1.803 -0.4080
C -1.145 0.789 -1.994 -0.4198
C 0.786 -0.495 -1.439 -0.0299
N -0.008 -2.077 1.232 -0.4809
N 0.262 0.633 -1.666 -0.2952
F 2.192 -1.367 1.135 -0.3379
H -2.527 -0.544 2.789 0.2555
H -0.691 1.066 3.177 0.2284
H -1.960 -2.718 1.489 0.2344
H 0.383 1.098 0.648 0.1934
H 1.683 0.766 1.760 0.2752
H 0.651 2.519 -1.191 0.2176
H 2.128 1.532 -1.513 0.2253
H 1.135 2.195 -2.832 0.2294
H -1.661 0.055 -1.446 0.2249
H -1.455 1.930 -1.814 0.2378
H -1.281 0.603 -3.048 0.2281
H 0.161 -1.312 -1.842 0.2083
H 1.846 -0.542 -1.577 0.2206
H 0.231 -3.025 0.932 0.4421
```

energy above the lowest of the compared OMol25 structures with the same formula, charge and spin	71.7	kcal per mole
total energy	-14210.2021	eV
M	157.212	g mol⁻¹
spin multiplicity	1
charge	+1
Kohn-Sham gap (spin up / spin down)	6.438 / 6.492	eV

# 7
C4H9NO4 | ωB97M-V/def2-TZVPD

Structure (XYZ):
```
18
Properties=species:S:1:pos:R:3:nbo_charge:R:1
C 0.695 -1.916 1.647 -0.4186
N 0.591 -0.456 1.244 -0.5726
C -0.391 0.155 0.690 0.6667
O -1.439 -0.311 0.285 -0.6667
C -0.192 1.726 0.544 -0.1517
O -0.254 2.090 -0.821 -0.4844
C 0.532 1.626 -1.740 0.6527
O 1.517 0.900 -1.563 -0.6049
H -0.072 -2.182 2.393 0.2155
H 1.691 -2.072 2.095 0.2119
H 0.590 -2.588 0.778 0.2290
H 1.433 0.119 1.332 0.4062
H 0.752 2.007 1.049 0.1776
H -1.016 2.275 1.041 0.2234
H 0.192 1.917 -2.754 0.1328
O -1.295 -1.412 -2.076 -0.9689
H -1.701 -0.971 -1.295 0.4961
H -1.634 -0.908 -2.850 0.4557
```

energy above the lowest of the compared OMol25 structures with the same formula, charge and spin	32.1	kcal per mole
total energy	-13973.7646	eV
M	135.119	g mol⁻¹
spin multiplicity	1
structure (SMILES)	CNC(=O)COC=O.O
Kohn-Sham gap	10.794	eV

# 8
C34H49ClO3P4Tc | ωB97M-V/def2-TZVPD

Structure (XYZ):
```
92
Properties=species:S:1:pos:R:3:lowdin_spin:R:1
P -2.713 -0.620 0.716 0.4596
C -3.430 -0.491 2.332 0.0623
C -4.556 0.343 2.474 0.0396
H -4.890 0.979 1.659 0.0012
C -5.227 0.300 3.682 0.0000
H -6.097 0.935 3.826 0.0000
C -4.758 -0.526 4.722 0.0396
H -5.267 -0.517 5.687 0.0018
C -3.598 -1.298 4.577 -0.0025
H -3.218 -1.915 5.396 -0.0008
C -2.901 -1.277 3.376 0.0299
H -1.988 -1.852 3.219 0.0019
C -3.159 0.817 -0.324 0.0404
C -2.814 2.126 0.120 0.0303
H -2.297 2.270 1.072 0.0009
C -3.169 3.211 -0.662 -0.0037
H -2.870 4.205 -0.363 -0.0009
C -3.887 3.006 -1.851 0.0381
H -4.112 3.877 -2.486 0.0018
C -4.209 1.716 -2.283 -0.0017
H -4.720 1.578 -3.225 -0.0005
C -3.818 0.604 -1.549 0.0341
H -4.059 -0.406 -1.889 0.0016
C -3.102 -2.193 -0.080 0.0648
C -4.417 -2.629 0.125 0.0232
H -5.124 -2.034 0.694 0.0009
C -4.798 -3.842 -0.427 0.0040
H -5.816 -4.202 -0.291 0.0008
C -3.861 -4.624 -1.124 0.0087
H -4.149 -5.605 -1.509 0.0004
C -2.531 -4.201 -1.274 -0.0015
H -1.798 -4.832 -1.768 -0.0003
C -2.139 -2.974 -0.762 0.0112
H -1.113 -2.618 -0.858 0.0019
Tc 2.128 -0.082 0.954 1.6612
C 2.363 0.604 -1.108 -0.0396
C 1.297 0.781 -1.908 0.0371
H 3.319 0.819 -1.549 -0.0036
C -0.050 0.436 -1.382 0.0178
O -0.652 -0.580 -2.192 0.0105
H -1.524 -0.824 -1.832 0.0017
C 0.192 -0.067 -0.018 0.1395
H -0.703 1.332 -1.286 0.0044
C 0.298 -0.512 1.161 0.0602
Cl 1.782 -0.873 3.386 0.0871
P 2.762 -2.272 0.266 0.0286
P 1.906 2.282 1.612 0.0214
C 3.882 -3.057 1.479 0.0080
H 3.447 -2.926 2.482 0.0008
H 4.854 -2.548 1.446 0.0000
H 3.997 -4.117 1.219 0.0005
C 1.398 -3.469 0.153 0.0068
H 0.911 -3.352 -0.816 0.0004
H 0.686 -3.269 0.956 -0.0004
H 1.805 -4.482 0.259 0.0003
C 3.633 -2.415 -1.327 -0.0012
H 4.491 -1.731 -1.316 -0.0002
H 2.954 -2.125 -2.141 -0.0004
H 3.977 -3.445 -1.471 -0.0008
C 3.196 2.824 2.795 0.0027
H 4.094 3.078 2.228 0.0001
H 3.398 1.986 3.466 0.0000
H 2.833 3.694 3.345 0.0001
C 1.977 3.570 0.315 -0.0013
H 1.146 3.442 -0.389 0.0000
H 2.918 3.461 -0.232 -0.0003
H 1.930 4.572 0.754 -0.0006
C 0.357 2.619 2.514 0.0075
H 0.112 1.752 3.115 -0.0001
H -0.440 2.826 1.799 0.0005
H 0.516 3.492 3.149 0.0006
P 1.231 1.324 -3.607 0.0066
C 2.769 2.082 -4.105 -0.0003
C -0.138 2.513 -3.810 0.0015
H 3.573 1.334 -3.983 -0.0001
H 2.966 2.941 -3.442 0.0000
H 2.773 2.437 -5.152 -0.0001
H -1.105 2.030 -3.575 0.0002
H -0.214 2.940 -4.831 0.0001
H 0.031 3.339 -3.098 0.0000
C 0.877 -0.068 -4.715 0.0027
H 1.637 -0.844 -4.536 0.0000
H 0.894 0.182 -5.789 0.0003
H -0.112 -0.484 -4.470 0.0001
H -0.133 -0.851 1.982 0.0025
C 6.432 0.466 1.686 -0.0006
C 4.945 0.184 1.825 0.0055
O 4.591 -0.150 2.992 0.0112
O 4.159 0.326 0.781 0.0335
H 6.666 1.251 2.430 0.0000
H 6.653 0.809 0.676 0.0000
H 6.923 -0.498 1.903 0.0001
```

energy above the lowest of the compared OMol25 structures with the same formula, charge and spin	0.0	kcal per mole
total energy	-94056.6842	eV
M	763.112	g mol⁻¹
<S²>	3.78
spin multiplicity	4
charge	+2
Kohn-Sham gap (spin up / spin down)	7.682 / 4.959	eV